Entry 1:
Density functional theory data (ωB97M-V/def2-TZVPD) for C46H59BClCsN7O2PS6 as an isolated structure in a non-equilibrium geometry.

Results
* maximum force: 1.2 eV/Å
* total charge: -2
* orbital gap (spin up / spin down): 6.40 / 3.93 eV
* energy relative to the best compared isomer or geometry (same formula, charge and spin): 0.00 kJ/mol

```
124
Properties=species:S:1:pos:R:3:mulliken_charge:R:1
Cs 2.62251 0.64008 1.17194 1.35
C 3.01859 -3.50214 -3.00791 -1.93
C 1.65778 -2.92309 -2.81072 -0.41
C 0.53629 -3.68959 -2.91265 -0.27
C -0.72554 -3.11406 -2.65438 -0.28
N -0.83873 -1.87291 -2.28948 -0.78
N 0.25294 -1.08688 -2.19077 0.78
B -0.06893 0.30238 -1.82966 -0.91
N 0.51371 1.37095 -2.68252 0.62
N 0.54440 1.02165 -3.97361 -0.68
C 1.07609 1.80815 -4.85813 -0.22
C 1.65524 3.04087 -4.48234 -0.49
C 1.62072 3.42640 -3.17419 0.21
C 2.23703 4.70071 -2.69996 -1.68
C 0.99777 2.56917 -2.21064 0.71
S 0.88917 2.99302 -0.59617 -0.06
C 1.01101 1.27914 -6.28944 2.31
C -0.46472 1.06809 -6.66133 -1.63
C 1.64154 2.25428 -7.28173 -2.30
C 1.74967 -0.06497 -6.34851 -1.42
N -1.25485 0.63660 -1.06083 0.68
N -1.85031 1.76697 -1.52899 -0.74
C -2.95419 2.19694 -1.00924 0.19
C -3.61539 1.47780 0.01107 -0.40
C -3.01857 0.36625 0.53922 -0.32
C -3.67063 -0.37282 1.66658 -1.77
C -1.74043 -0.04361 0.05931 0.81
S -0.85007 -1.25382 0.81246 0.08
C -3.51501 3.50353 -1.55571 2.34
C -4.90030 3.24562 -2.16215 -1.85
C -3.63227 4.49781 -0.39202 -1.74
C -2.59327 4.09295 -2.62544 -1.89
C 1.53575 -1.54104 -2.45978 1.91
S 2.87158 -0.52636 -2.42078 -0.44
C -2.04681 -3.86914 -2.80688 2.24
C -1.82249 -5.30064 -3.29423 -2.30
C -2.76798 -3.90509 -1.45418 -1.34
C -2.91572 -3.12326 -3.83103 -1.66
H 2.95822 -4.51370 -3.41239 0.42
H 3.52623 -3.53358 -2.04022 0.29
H 3.61388 -2.86555 -3.66101 0.35
H 0.62913 -4.73530 -3.17011 0.46
H 2.14574 3.66927 -5.21424 0.49
H 2.70970 5.24180 -3.52116 0.40
H 2.97514 4.48780 -1.92389 0.26
H 1.48073 5.32989 -2.22813 0.27
H -1.01034 2.01437 -6.61810 0.37
H -0.92630 0.37612 -5.95870 0.27
H -0.54988 0.66312 -7.67381 0.41
H 1.12677 3.21800 -7.26947 0.43
H 1.56879 1.84410 -8.29105 0.42
H 2.69846 2.41598 -7.05834 0.41
H 1.30923 -0.76153 -5.63586 0.14
H 2.80077 0.06361 -6.08184 0.35
H 1.68979 -0.49009 -7.35481 0.44
H -4.57303 1.80836 0.39468 0.40
H -4.75741 -0.33858 1.56358 0.56
H -3.39416 0.10270 2.60919 -0.19
H -3.32686 -1.40421 1.69758 0.33
H -5.59442 2.86112 -1.41163 0.31
H -4.83309 2.51682 -2.97275 0.35
H -5.31376 4.17431 -2.56457 0.47
H -4.33666 4.14273 0.36259 0.32
H -3.97832 5.46903 -0.75604 0.48
H -2.66132 4.62968 0.08888 0.34
H -2.48509 3.40772 -3.46730 0.34
H -1.60051 4.26627 -2.20893 0.20
H -3.00118 5.04132 -2.98677 0.53
H -1.21241 -5.86480 -2.58601 0.42
H -1.33576 -5.31561 -4.27264 0.42
H -2.78805 -5.80231 -3.38704 0.43
H -2.15770 -4.42161 -0.71048 0.32
H -3.72689 -4.42390 -1.54985 0.43
H -2.93606 -2.89184 -1.09484 0.08
H -2.41923 -3.09478 -4.80461 0.37
H -3.07974 -2.09946 -3.49778 0.27
H -3.88102 -3.62490 -3.94506 0.42
N 4.39002 -0.07101 4.04047 -0.06
C 3.89749 -0.26397 5.30903 0.43
C 4.69779 0.00359 6.43162 -0.77
C 4.22865 -0.21893 7.70983 -0.57
C 2.94579 -0.71518 7.91017 -0.92
C 2.12766 -0.92207 6.81219 0.23
C 2.56655 -0.67893 5.51398 0.12
P 1.39628 -0.75341 4.08021 0.21
C 0.06028 0.30843 4.76470 0.61
C -1.26860 0.09703 4.39551 -0.70
C -2.26922 0.92844 4.87510 -0.77
C -1.95394 2.00848 5.68614 -0.72
C -0.62811 2.27097 5.99514 -0.70
C 0.37333 1.42822 5.53656 -0.70
C 0.74094 -2.45561 4.37674 0.56
C -0.28945 -2.79081 5.25496 -0.08
C -0.67056 -4.11444 5.42084 -0.87
C -0.02743 -5.12426 4.71977 -0.46
C 1.00112 -4.80186 3.84751 -0.65
C 1.37971 -3.47832 3.67543 -0.60
H 5.36586 0.16217 3.97633 0.20
H 4.09325 -0.73704 3.32998 -0.23
H 5.69836 0.39434 6.28066 0.31
H 4.86744 -0.01299 8.56096 0.35
H 2.57822 -0.91587 8.90930 0.40
H 1.11027 -1.25810 6.96806 0.24
H -1.50532 -0.71587 3.71862 0.82
H -3.30378 0.74310 4.61022 0.44
H -2.74070 2.65244 6.06159 0.36
H -0.36980 3.13623 6.59376 0.39
H 1.40829 1.64889 5.76700 0.55
H -0.80899 -2.01908 5.80747 0.40
H -1.48181 -4.35783 6.09834 0.37
H -0.33923 -6.15487 4.84621 0.35
H 1.50076 -5.57641 3.27889 0.41
H 2.17132 -3.22791 2.97912 0.37
S 4.96026 5.21798 3.33428 -0.33
C 3.88994 4.15981 2.57843 -0.09
S 2.51335 3.61651 3.37897 -0.17
S 4.25105 3.67634 1.00612 -0.19
O -0.88737 2.72404 2.28758 -0.37
H -0.16587 3.00371 2.86569 0.14
H -0.52149 2.82400 1.39652 0.09
O 1.57726 -4.08973 0.29175 -0.48
H 0.80208 -3.59971 0.59479 0.19
H 2.32254 -3.52387 0.57110 0.18
Cl 3.77679 -2.05900 1.46013 -0.86
```


Entry 2:
Density functional theory data (ωB97M-V/def2-TZVPD) for C19H37IO31PS7 as an isolated structure in a non-equilibrium geometry.

Results
* maximum force: 11.3 eV/Å
* total charge: -1
* orbital gap: 4.56 eV

```
96
Properties=species:S:1:pos:R:3:mulliken_charge:R:1
O 2.15471 -1.40591 -2.15381 -0.57
C 2.85881 -2.55785 -1.97911 0.22
O 3.13674 -3.49387 -3.11747 -0.50
C 3.44926 -2.99004 -0.47594 0.25
C 2.24248 -3.40707 0.55277 0.13
C 1.59234 -4.89517 0.28375 -0.11
C 2.56132 -6.14362 0.75506 -0.76
P 3.75283 -6.70764 -0.62836 0.25
O 2.91993 -7.16421 -2.08847 -0.54
I 4.81926 -8.79675 0.25550 -0.35
H 3.98823 -3.96997 -2.84161 0.38
H 4.26394 -3.82194 -0.63403 -0.08
H 4.04427 -2.02887 -0.09397 0.18
H 1.35088 -2.62940 0.40242 0.14
H 2.59560 -3.24837 1.67541 -0.08
H 1.17347 -5.01824 -0.82722 0.04
H 0.61874 -4.95072 0.97256 0.11
H 1.85746 -7.08331 0.95512 0.17
H 2.24142 -6.46727 -2.36703 0.30
C -0.33557 0.63039 -2.40193 -0.11
C -1.13221 0.82610 -3.68910 -0.38
O -2.15194 1.76581 -3.35763 -0.37
S -1.58077 2.78943 -2.22344 0.96
O -1.12654 3.99093 -2.88767 -0.51
O -2.50608 2.80500 -1.11441 -0.52
O -0.27052 1.91943 -1.79420 -0.26
H -0.85640 -0.04424 -1.71480 0.15
H 0.67057 0.24785 -2.59329 0.32
H -1.57049 -0.10604 -4.05349 0.33
H -0.50946 1.26672 -4.47483 0.31
C -3.60000 -4.99993 0.53824 -0.36
C -4.16817 -3.67023 1.02691 -0.34
O -3.03637 -2.81911 1.19252 -0.30
S -1.90622 -3.21921 0.08658 1.04
O -2.03012 -2.31287 -1.03339 -0.58
O -0.65785 -3.45525 0.77379 -0.50
O -2.53811 -4.65709 -0.35061 -0.32
H -3.17738 -5.57648 1.36741 0.29
H -4.35008 -5.60421 0.02104 0.31
H -4.71538 -3.77147 1.96716 0.33
H -4.82180 -3.21988 0.27240 0.30
C -4.77983 2.61274 1.25250 -0.01
C -5.27212 4.05475 1.34193 0.07
O -5.80234 4.18707 2.65880 -0.32
S -4.95889 3.22335 3.66888 1.08
O -3.95672 4.02953 4.32984 -0.55
O -5.89144 2.38395 4.38455 -0.54
O -4.21700 2.32214 2.53077 -0.27
H -5.61192 1.92208 1.08173 0.28
H -4.03095 2.48016 0.46708 0.10
H -6.03585 4.28127 0.59416 -0.05
H -4.44196 4.76163 1.23957 0.30
C 4.98098 -1.66273 4.46766 -0.31
C 5.18344 -2.28609 5.84612 -0.42
O 4.49801 -3.53524 5.79513 -0.36
S 4.57650 -4.12100 4.27488 1.08
O 5.66408 -5.07207 4.21338 -0.57
O 3.23586 -4.42875 3.83400 -0.50
O 5.06086 -2.74673 3.54366 0.08
H 3.98645 -1.21346 4.38048 0.26
H 5.74054 -0.91028 4.23927 0.28
H 4.78565 -1.66044 6.64868 0.35
H 6.24282 -2.48968 6.03481 0.29
C -6.93348 6.44986 -3.35500 -0.34
C -8.41446 6.73398 -3.11900 -0.38
O -8.99787 5.46387 -2.83748 -0.30
S -7.89725 4.53262 -2.07470 1.07
O -8.14721 4.61175 -0.65259 -0.53
O -7.78674 3.28032 -2.78599 -0.55
O -6.58428 5.43852 -2.41136 -0.19
H -6.76402 6.05084 -4.36029 0.29
H -6.31409 7.33870 -3.20805 0.31
H -8.89354 7.19469 -3.98618 0.31
H -8.55812 7.37349 -2.24167 0.29
C 8.65542 -4.82564 1.38749 -0.35
C 7.85879 -4.62993 0.10033 -0.38
O 6.83905 -3.69022 0.43180 -0.22
S 7.41022 -2.66660 1.56599 0.87
O 7.86445 -1.46510 0.90176 -0.66
O 6.48491 -2.65103 2.67502 -0.40
O 8.72047 -3.53661 1.99523 -0.35
H 8.13459 -5.50027 2.07463 0.28
H 9.66156 -5.20819 1.19614 0.32
H 7.42050 -5.56208 -0.26406 0.36
H 8.48154 -4.18932 -0.68540 0.27
C 0.11189 7.10561 -1.59035 -0.27
C -0.68475 7.30132 -2.87751 -0.16
O -1.70448 8.24102 -2.54604 -0.32
S -1.13331 9.26465 -1.41185 1.08
O -0.67908 10.46615 -2.07609 -0.54
O -2.05862 9.28022 -0.30282 -0.52
O 0.17693 8.39464 -0.98261 -0.33
H -0.40895 6.43098 -0.90321 0.28
H 1.11803 6.72306 -1.78170 0.32
H -1.12303 6.36917 -3.24190 0.22
H -0.06200 7.74193 -3.66324 0.29
```